1.
C16H17NO5 | ωB97M-V/def2-TZVPD

Its energy above the lowest of the compared OMol25 structures with the same formula, charge and spin is 1.986 eV. The charge is 0. For the HOMO-LUMO gap, the calculation gives 9.41 eV. The lowest unoccupied orbital energy is 0.7059 eV. Its spin multiplicity is 1. Its SMILES is O=C(COC(=O)CCOc1ccccc1)NCc1ccco1.

Last column: natural (NBO) charge in e.
Positions of all 39 atoms, in Å:
O1 -4.6939 -1.6634 -0.9887  -0.60
C1 -3.7352 -1.7176 -0.2548  0.65
C2 -2.6443 -2.7972 -0.3995  -0.17
O2 -1.4596 -2.2356 -0.9701  -0.48
C3 -0.5988 -1.6124 -0.1751  0.82
O3 -0.7496 -1.4769 1.0176  -0.64
C4 0.5863 -1.0895 -0.9427  -0.54
C5 0.8876 0.3621 -0.5291  -0.06
O4 2.1246 0.8115 -1.0163  -0.49
C6 3.2790 0.3719 -0.4279  0.29
C7 4.4577 0.7884 -1.0480  -0.26
C8 5.6844 0.4188 -0.5378  -0.19
C9 5.7589 -0.3729 0.5979  -0.25
C10 4.5931 -0.7840 1.2154  -0.20
C11 3.3538 -0.4202 0.7124  -0.28
N1 -3.4992 -0.8741 0.7673  -0.61
C12 -4.2216 0.3747 0.9270  -0.28
C13 -3.3571 1.5222 0.5099  0.26
C14 -2.1626 1.9661 1.0012  -0.32
C15 -1.7591 3.0293 0.1571  -0.32
C16 -2.7356 3.1474 -0.7825  0.09
O5 -3.7010 2.2376 -0.5794  -0.39
H1 -2.4146 -3.2410 0.5745  0.21
H2 -2.9805 -3.5561 -1.1063  0.22
H3 1.4533 -1.7104 -0.7002  0.25
H4 0.3954 -1.1616 -2.0124  0.24
H5 0.1466 1.0350 -0.9696  0.21
H6 0.8298 0.4517 0.5624  0.19
H7 4.3795 1.4051 -1.9294  0.22
H8 6.5879 0.7485 -1.0287  0.21
H9 6.7182 -0.6651 0.9966  0.21
H10 4.6385 -1.3991 2.1021  0.21
H11 2.4660 -0.7556 1.2258  0.21
H12 -2.6323 -0.9659 1.2848  0.43
H13 -4.5250 0.4771 1.9735  0.22
H14 -5.1051 0.3304 0.2866  0.26
H15 -1.6396 1.5873 1.8554  0.23
H16 -0.8694 3.6184 0.2430  0.23
H17 -2.8564 3.8151 -1.6121  0.21

***

2.
C16H18BFN6Os | ωB97M-V/def2-TZVPD

The charge is +4. For the HOMO-LUMO gap (spin up / spin down), the calculation gives 7.23 / 5.16 eV. As for the expectation value of S²: 6.05. The lowest unoccupied orbital energy (spin up / spin down) is -15.3947 / -17.6316 eV. Its spin multiplicity is 5.

Last column: natural (NBO) charge in e.
Positions of all 43 atoms, in Å:
C1 -0.0612 3.2144 -0.8669  0.05
N1 0.1278 1.9494 -1.3793  -0.31
N2 0.3402 2.0663 -2.7749  -0.32
C2 0.2393 3.3802 -3.0696  0.18
C3 -0.0001 4.1242 -1.9103  -0.25
B1 0.3504 0.7039 -3.6024  0.50
N3 1.3619 -0.2140 -2.8810  -0.25
N4 1.1361 -0.5993 -1.5739  -0.30
C4 2.1567 -1.4289 -1.2076  0.09
C5 3.0111 -1.5939 -2.3107  0.05
C6 2.4827 -0.8019 -3.3315  0.16
Os1 -0.5892 0.2476 -0.7638  1.40
N5 -0.9849 -0.1308 -3.5143  -0.34
N6 -1.4820 -0.5515 -2.2409  -0.22
C7 -2.6660 -1.1877 -2.4829  0.02
C8 -2.9419 -1.2219 -3.8513  -0.19
C9 -1.8545 -0.5510 -4.4506  0.19
H1 -3.2713 -1.5636 -1.6828  0.28
H2 -1.6348 -0.3409 -5.4992  0.30
H3 -3.8143 -1.6622 -4.3465  0.33
H4 0.7365 0.8771 -4.7089  0.06
H5 2.8406 -0.6055 -4.3220  0.31
H6 0.3045 3.7225 -4.0880  0.30
H7 3.8916 -2.1915 -2.3419  0.31
H8 -0.1421 5.1991 -1.8075  0.32
H9 2.2197 -1.8198 -0.2137  0.29
H10 -0.2875 3.3397 0.1743  0.27
H11 -0.3740 -1.4610 0.4719  0.05
C10 -0.0711 -2.1172 1.3380  -0.79
H12 0.4609 -3.0304 0.9940  0.28
H13 0.5871 -1.5549 2.0696  0.27
H14 -0.9411 -2.5370 1.8876  0.29
F1 -5.1212 2.4756 2.8333  -0.16
C11 -4.1730 1.8771 2.0390  0.60
C12 -3.2987 0.9681 2.6301  -0.18
C13 -2.2885 0.4070 1.8322  -0.19
C14 -2.2061 0.7214 0.4598  -0.17
C15 -3.1179 1.6216 -0.0952  -0.25
C16 -4.1117 2.2268 0.6925  -0.10
H15 -3.3784 0.7115 3.6883  0.32
H16 -1.5263 -0.2446 2.2607  0.26
H17 -3.0256 1.9077 -1.1460  0.25
H18 -4.7930 2.9568 0.2564  0.31

***

3.
C16H18BFN6Ti | ωB97M-V/def2-TZVPD

The charge is 0. For the HOMO-LUMO gap (spin up / spin down), the calculation gives 6.15 / 7.66 eV. As for the expectation value of S²: 2.01. The lowest unoccupied orbital energy (spin up / spin down) is 0.3721 / 0.0216 eV. Its spin multiplicity is 3.

Last column: natural (NBO) charge in e.
Positions of all 43 atoms, in Å:
H1 -1.4528 -1.5004 2.2868  0.26
N1 -1.4906 -0.6150 0.3960  -0.34
B1 -2.0357 0.7397 -1.6822  0.54
N2 -2.4352 0.1244 -0.3134  -0.29
C1 -3.5558 0.1719 0.4299  0.03
Ti1 0.8672 -0.5544 -0.6028  1.18
H2 -4.4850 0.5191 -0.0024  0.23
C2 -3.3623 -0.5694 1.5742  -0.34
H3 -4.0908 -0.8814 2.3033  0.24
C3 -2.0436 -0.9657 1.5684  0.04
H4 -2.9557 1.2776 -2.2141  -0.02
C4 2.8346 -0.1831 -1.2353  -1.19
H5 3.3321 -0.7289 -0.3657  0.22
H6 3.1155 0.9176 -1.2705  0.21
H7 3.0562 -0.6128 -2.2304  0.22
N3 -1.3568 -0.3495 -2.5232  -0.31
N4 -0.8880 1.6884 -1.3571  -0.33
N5 -0.2237 -1.0307 -2.0732  -0.41
N6 0.2724 1.2008 -0.7424  -0.40
C5 -1.7238 -0.7699 -3.7444  0.03
C6 -0.8278 3.0182 -1.3761  0.02
H8 -2.5044 -0.2372 -4.3084  0.23
H9 -1.6525 3.5704 -1.8294  0.23
C7 -0.8062 -1.7681 -4.1448  -0.34
C8 0.4404 3.4044 -0.9512  -0.35
C9 0.1011 -1.8993 -3.0975  0.01
C10 1.0923 2.2515 -0.5503  -0.02
H10 -0.8017 -2.2558 -5.1214  0.24
H11 0.8839 4.3934 -0.9501  0.24
H12 0.8509 -2.6302 -2.9858  0.22
H13 2.0907 2.0399 -0.1552  0.25
H14 -0.6362 -1.3328 0.2394  0.33
F1 2.7536 -0.4571 5.6955  -0.35
C11 2.2484 -0.5300 4.4120  0.37
C12 2.1488 0.6449 3.6715  -0.29
C13 1.6312 0.5582 2.3553  -0.24
C14 1.3257 -0.6760 1.8029  -0.42
C15 1.4020 -1.8296 2.5779  -0.25
C16 1.9069 -1.7799 3.9026  -0.30
H15 2.4302 1.6098 4.1091  0.22
H16 1.4871 1.4871 1.7956  0.19
H17 1.0556 -2.7827 2.1783  0.19
H18 2.0018 -2.6771 4.5285  0.22

***

4.
C16H18BFN6V | ωB97M-V/def2-TZVPD

The charge is +4. For the HOMO-LUMO gap (spin up / spin down), the calculation gives 4.74 / 4.35 eV. As for the expectation value of S²: 0.84. The lowest unoccupied orbital energy (spin up / spin down) is -17.4208 / -17.9251 eV. Its spin multiplicity is 2.

Last column: Mulliken spin population.
Positions of all 43 atoms, in Å:
C1 -0.3314 3.2835 -1.1299  -0.03
N1 -0.2608 2.0008 -1.6071  0.07
N2 0.1881 2.0602 -2.9420  0.00
C2 0.3996 3.3431 -3.2424  0.04
C3 0.0774 4.1589 -2.1418  0.04
B1 0.3229 0.7198 -3.7423  0.01
N3 1.3872 -0.1452 -2.8760  0.00
N4 1.0705 -0.6828 -1.6040  -0.03
C4 2.1203 -1.4713 -1.2592  0.02
C5 3.1355 -1.3666 -2.2333  -0.03
C6 2.6286 -0.5261 -3.2184  -0.03
V1 -0.7230 0.2630 -1.0499  -0.17
N5 -1.0415 -0.0482 -3.6826  0.00
N6 -1.5965 -0.4930 -2.4680  0.04
C7 -2.6718 -1.2933 -2.7770  -0.01
C8 -2.8348 -1.3265 -4.1548  0.02
C9 -1.7781 -0.5544 -4.6779  0.02
H1 -3.1748 -1.8360 -1.9839  0.00
H2 -1.4659 -0.3812 -5.6906  0.00
H3 -3.5867 -1.8500 -4.7210  0.00
H4 0.6163 0.8200 -4.9141  0.00
H5 3.0590 -0.1491 -4.1469  0.00
H6 0.7916 3.6041 -4.2029  0.00
H7 4.1031 -1.8260 -2.2641  0.00
H8 0.1300 5.2192 -2.0995  0.00
H9 2.0826 -2.0877 -0.3810  0.00
H10 -0.6502 3.4548 -0.1134  0.00
H11 -0.1955 -1.4937 1.3749  0.00
C10 -0.0115 -2.4540 1.9524  0.00
H12 0.4708 -3.1997 1.2861  0.00
H13 0.6470 -2.2102 2.8181  0.00
H14 -0.9502 -2.9224 2.3179  0.00
F1 -5.1075 2.3857 2.9155  0.12
C11 -4.2791 1.7222 2.0313  0.29
C12 -3.1040 1.1392 2.5009  0.27
C13 -2.1920 0.5967 1.5726  -0.05
C14 -2.4495 0.6535 0.2101  0.33
C15 -3.6869 1.1252 -0.2369  0.01
C16 -4.5926 1.7241 0.6807  0.09
H15 -2.8835 1.1368 3.5627  -0.01
H16 -1.2751 0.1271 1.9312  0.00
H17 -3.9783 1.0449 -1.2819  0.00
H18 -5.5150 2.2048 0.3464  0.00

***

5.
C16H18CdCl2O2SSi | ωB97M-V/def2-TZVPD

Its energy above the lowest of the compared OMol25 structures with the same formula, charge and spin is 0.000 eV. The charge is 0. For the HOMO-LUMO gap, the calculation gives 7.46 eV. The lowest unoccupied orbital energy is -0.4148 eV. Its spin multiplicity is 1.

Last column: natural (NBO) charge in e.
Positions of all 41 atoms, in Å:
Cd1 0.3061 -1.2485 -0.2848  1.00
Cl1 -0.1251 -3.2860 2.2673  -0.01
C1 0.8784 -4.5827 1.6072  -0.40
Cl2 1.6600 -4.0965 0.0885  -0.02
H1 0.2441 -5.4374 1.4122  0.23
H2 1.6586 -4.8131 2.3211  0.23
O1 1.8083 2.9556 -6.4238  -0.67
C2 2.4581 3.2191 -5.2643  0.78
O2 3.0132 4.2712 -5.1271  -0.56
C3 2.4622 2.1419 -4.2222  -0.22
C4 3.3101 2.3096 -3.1326  -0.09
C5 3.3633 1.3644 -2.1249  -0.26
C6 2.5656 0.2172 -2.1671  -0.14
S1 2.6889 -0.9808 -0.8663  -0.50
C7 1.7153 0.0573 -3.2626  -0.25
C8 1.6636 1.0050 -4.2723  -0.19
H3 1.4729 2.0536 -6.4161  0.48
H4 3.9232 3.2002 -3.0915  0.23
H5 4.0280 1.5088 -1.2830  0.22
H6 1.0981 -0.8301 -3.3290  0.21
H7 0.9697 0.8285 -5.0877  0.19
C9 0.4997 1.0667 2.1963  -1.14
Si1 -0.9231 0.3818 1.2074  1.00
C10 -1.8187 1.7581 0.3379  -1.13
C11 -2.1183 -0.4709 2.3655  -0.52
C12 -2.9847 -1.4735 1.9218  -0.14
C13 -3.9087 -2.0616 2.7746  -0.22
C14 -3.9814 -1.6566 4.1009  -0.21
C15 -3.1300 -0.6643 4.5663  -0.21
C16 -2.2084 -0.0794 3.7059  -0.20
H8 0.2092 2.0007 2.6869  0.24
H9 1.3629 1.2671 1.5587  0.25
H10 0.8128 0.3530 2.9616  0.24
H11 -2.1270 2.4984 1.0828  0.24
H12 -2.7158 1.3791 -0.1555  0.24
H13 -1.1994 2.2570 -0.4097  0.24
H14 -2.9333 -1.8053 0.8893  0.20
H15 -4.5680 -2.8382 2.4071  0.21
H16 -4.6985 -2.1150 4.7703  0.21
H17 -3.1823 -0.3463 5.6001  0.21
H18 -1.5497 0.6920 4.0907  0.21

***

Number 4 is which compound? C16H18BFN6V